# 1
{
  "formula": "C24H25O13PSi",
  "method": "the ωB97M-V functional and the def2-TZVPD basis",
  "e_lumo_ha": -0.059,
  "orbital_gap_ev": 6.3739,
  "smiles": "O=C1C=C(O)C(=O)C=C1O.O=C1C=C(O)C(=O)C=C1O.O=C1C=C(O)C(=O)C=C1O.C#C[Si@H](CCC)P(C)O",
  "energy_ev": -69074.5023,
  "multiplicity": 1,
  "species": ["O", "C", "C", "C", "O", "C", "O", "C", "C", "O", "H", "H", "H", "H", "O", "C", "C", "C", "O", "C", "O", "C", "C", "O", "H", "H", "H", "H", "O", "C", "C", "C", "O", "C", "O", "C", "C", "O", "H", "H", "H", "H", "C", "C", "Si", "C", "C", "C", "P", "C", "O", "H", "H", "H", "H", "H", "H", "H", "H", "H", "H", "H", "H", "H"],
  "positions_angstrom": [[0.266696, 6.093561, -3.402740], [-0.873018, 6.071488, -2.980827], [-1.576408, 4.862992, -2.588068], [-2.836579, 4.949811, -2.145932], [-3.548106, 3.897613, -1.761242], [-3.561585, 6.265295, -2.042766], [-4.709951, 6.238091, -1.642209], [-2.854990, 7.475253, -2.419863], [-1.591801, 7.390629, -2.859489], [-0.872310, 8.441248, -3.222738], [-1.049595, 3.923509, -2.670738], [-4.421640, 4.243835, -1.493747], [-3.378554, 8.416350, -2.331041], [-0.003086, 8.092837, -3.500578], [-1.584772, -5.542834, 0.882953], [-2.545945, -5.317867, 1.595529], [-2.460796, -4.688507, 2.898638], [-3.580055, -4.495691, 3.610031], [-3.597260, -3.929962, 4.806169], [-4.934756, -4.915860, 3.099799], [-5.889298, -4.712684, 3.825327], [-5.020921, -5.527735, 1.787155], [-3.902185, -5.717236, 1.074698], [-3.888614, -6.265319, -0.130658], [-1.484948, -4.392687, 3.256805], [-4.532193, -3.921744, 5.089854], [-5.997737, -5.812701, 1.423528], [-2.954453, -6.282306, -0.413687], [3.757264, -0.881830, 1.082312], [3.414267, -0.271640, 2.077752], [2.554401, 0.897325, 2.057527], [2.243201, 1.501897, 3.212060], [1.465884, 2.571355, 3.291589], [2.760359, 1.009138, 4.539105], [2.434738, 1.634467, 5.530382], [3.603611, -0.171751, 4.559428], [3.911943, -0.779223, 3.405800], [4.671509, -1.861351, 3.328296], [2.187321, 1.243388, 1.100851], [1.414389, 2.798910, 4.240172], [3.957983, -0.525624, 5.516989], [4.732976, -2.083455, 2.378890], [-0.735340, 1.557344, -1.377659], [0.055549, 0.715996, -1.696656], [1.333603, -0.569510, -1.957794], [2.339024, -0.254010, -3.503960], [3.709781, 0.354916, -3.111089], [4.693974, -0.716514, -2.619259], [0.162554, -2.481664, -2.015135], [-0.284250, -2.597141, -0.221754], [1.386492, -3.607456, -2.220149], [-1.410433, 2.325811, -1.058359], [2.235599, -0.587781, -0.795711], [2.529976, -1.175457, -4.052889], [1.821757, 0.416396, -4.188684], [3.540643, 1.043302, -2.281915], [4.115670, 0.916543, -3.947027], [4.325659, -1.724701, -2.796330], [5.664424, -0.629234, -3.104105], [4.874945, -0.621851, -1.550694], [-0.126483, -3.603082, 0.155182], [0.336632, -1.928628, 0.378216], [-1.315189, -2.282635, -0.094041], [1.020424, -4.471629, -2.005505]],
  "forces_ev_per_a": [[0.08, 0.14, -0.03], [-0.13, -0.34, 0.09], [0.21, 0.02, -0.09], [0.13, -0.15, -0.02], [-0.03, 0.01, 0.03], [0.10, 0.37, -0.07], [-0.07, -0.14, 0.05], [-0.16, -0.01, 0.06], [-0.13, 0.16, 0.03], [0.04, -0.01, -0.02], [0.01, -0.01, -0.05], [-0.04, 0.03, 0.01], [0.02, 0.01, -0.02], [0.04, -0.04, -0.01], [-0.01, -0.11, -0.18], [0.11, 0.19, 0.33], [0.14, -0.03, -0.11], [0.20, 0.04, 0.04], [-0.04, 0.00, 0.02], [-0.12, -0.17, -0.33], [0.01, 0.08, 0.14], [-0.13, 0.03, 0.10], [-0.19, -0.04, -0.03], [0.05, -0.01, -0.02], [-0.01, 0.00, 0.02], [-0.05, -0.01, 0.00], [0.01, -0.01, -0.02], [0.05, 0.01, 0.00], [0.23, -0.16, 0.12], [-0.29, 0.30, -0.15], [0.05, -0.08, -0.15], [-0.05, 0.03, -0.20], [-0.01, 0.02, 0.05], [0.22, -0.30, 0.10], [-0.10, 0.13, 0.00], [-0.05, 0.09, 0.14], [0.05, -0.04, 0.19], [0.01, -0.02, -0.04], [-0.01, 0.01, 0.01], [0.01, 0.00, 0.05], [0.02, -0.01, -0.01], [-0.01, 0.01, -0.05], [-0.63, 0.76, 0.37], [0.53, -0.43, 0.02], [0.18, -0.41, -0.36], [0.49, 0.23, -0.07], [-0.39, -0.37, 0.30], [0.20, 0.14, 0.09], [-0.90, -0.24, -0.54], [0.68, 0.63, 0.12], [0.17, 0.21, 0.46], [0.03, -0.26, -0.13], [-0.01, 0.13, 0.12], [-0.16, -0.15, -0.04], [-0.23, 0.03, 0.04], [0.13, 0.37, -0.16], [0.08, 0.07, -0.07], [-0.04, -0.10, -0.06], [0.04, 0.00, -0.10], [-0.05, -0.08, 0.10], [-0.22, -0.20, -0.08], [0.03, -0.05, 0.17], [-0.19, -0.16, -0.01], [0.11, -0.13, -0.18]]
}

# 2
{
  "formula": "C16H11F4NO2",
  "method": "the ωB97M-V functional and the def2-TZVPD basis",
  "e_lumo_ha": -0.128,
  "orbital_gap_ev": 3.7112,
  "energy_ev": -33218.4263,
  "multiplicity": 1,
  "species": ["C", "N", "O", "O", "H", "H", "F", "C", "C", "C", "F", "C", "C", "C", "C", "C", "C", "C", "C", "F", "C", "C", "F", "C", "C", "H", "H", "H", "H", "H", "H", "H", "H", "H"],
  "positions_angstrom": [[-0.120242, -1.284352, 2.178547], [-0.324030, -1.994575, 1.073238], [0.662005, -2.516806, 0.463440], [-1.514704, -2.166024, 0.653491], [-0.974107, -0.816075, 2.644623], [0.904181, -1.131303, 2.489868], [3.203148, -6.081964, 4.671516], [2.035129, -5.841056, 3.981023], [1.845620, -6.477953, 2.757130], [0.645478, -6.203031, 2.094450], [0.415595, -6.827712, 0.889991], [-0.317620, -5.343364, 2.590520], [-0.102184, -4.703113, 3.845052], [-1.068523, -3.802203, 4.370460], [-0.957958, -3.228160, 5.631742], [-1.891165, -2.352818, 6.169338], [-1.744223, -1.725203, 7.437914], [-2.773039, -0.883103, 7.948195], [-2.602741, -0.275387, 9.178924], [-3.605163, 0.541632, 9.657257], [-1.461402, -0.444302, 9.968532], [-0.469120, -1.274888, 9.451461], [0.677707, -1.463526, 10.192528], [-0.572209, -1.915939, 8.227027], [1.111155, -4.974996, 4.542115], [2.585827, -7.151933, 2.345221], [-1.233270, -5.135407, 2.038598], [-1.971346, -3.620227, 3.785073], [-0.087207, -3.475452, 6.235264], [-2.793051, -2.132948, 5.591851], [-3.677394, -0.731396, 7.360718], [-1.352637, 0.044365, 10.928775], [0.240794, -2.548537, 7.877418], [1.325158, -4.506386, 5.500168]],
  "forces_ev_per_a": [[0.23, 0.23, 1.57], [-0.48, -1.37, -1.75], [-0.80, 0.43, 0.74], [0.92, 0.09, 0.46], [0.09, 0.00, -0.20], [-0.19, 0.00, -0.11], [-1.14, 0.20, -0.73], [0.45, 0.14, 0.64], [-0.60, 0.31, 0.01], [0.09, -0.53, -0.79], [0.28, 0.69, 1.36], [-0.11, 0.44, 0.43], [1.04, -0.86, -0.62], [-0.20, 0.35, -0.72], [-0.66, 0.98, 0.97], [0.53, -1.17, -1.31], [0.27, 0.83, 1.90], [0.48, -0.45, -0.40], [-0.43, 0.52, 0.52], [1.08, -0.89, -0.50], [-0.22, -0.19, -0.55], [0.65, -0.18, 0.27], [-1.23, 0.21, -0.74], [-0.51, 0.24, -0.11], [-0.10, -0.17, -0.31], [-0.08, 0.07, 0.01], [0.29, -0.11, -0.03], [0.23, -0.01, 0.04], [-0.27, 0.12, -0.24], [0.25, 0.00, 0.11], [0.17, 0.08, 0.26], [-0.02, -0.04, -0.11], [-0.16, 0.28, 0.28], [0.14, -0.24, -0.34]]
}

# 3
{
  "formula": "C17H21Cl2NO4S2W",
  "method": "the ωB97M-V functional and the def2-TZVPD basis",
  "e_lumo_ha": [0.178, 0.178],
  "s2": 2.077,
  "orbital_gap_ev": [4.8151, 5.1286],
  "energy_ev": -76190.7127,
  "total_charge": -2,
  "multiplicity": 3,
  "species": ["C", "C", "C", "C", "C", "C", "C", "C", "C", "C", "W", "Cl", "Cl", "O", "H", "H", "H", "H", "H", "H", "H", "H", "H", "H", "H", "H", "H", "H", "H", "H", "O", "H", "O", "S", "O", "N", "C", "S", "C", "C", "C", "C", "C", "C", "H", "H", "H", "H"],
  "positions_angstrom": [[-0.301705, 1.016860, -2.942095], [-1.208816, 0.020030, -2.481329], [-0.471560, -1.177022, -2.184465], [-2.691038, 0.166851, -2.555233], [0.915123, -0.959883, -2.477889], [1.033260, 0.409387, -2.966589], [2.243747, 1.115653, -3.291414], [-0.633328, 2.422082, -3.276958], [-1.073126, -2.514848, -1.911986], [2.057740, -1.883303, -2.272550], [0.506012, 0.592651, -0.818956], [-2.316073, -0.487211, 0.652397], [-0.757457, 2.330252, 0.052730], [2.280452, 0.200567, -0.213310], [-3.011428, 1.195475, -2.313374], [-3.158218, -0.544947, -1.861683], [-3.032280, -0.057049, -3.582881], [-1.895153, -2.438414, -1.180010], [-0.290941, -3.198859, -1.550369], [-1.488328, -2.943595, -2.846680], [1.912870, -2.557198, -1.417656], [2.983293, -1.322563, -2.129939], [2.232003, -2.527744, -3.144690], [3.109255, 0.444163, -3.392309], [2.193916, 2.113044, -2.181409], [2.072591, 1.916818, -4.001620], [-1.546998, 2.750680, -2.779067], [-0.778385, 2.547567, -4.353367], [0.172684, 3.109860, -2.993449], [2.314294, 0.183800, 0.811491], [1.519127, 2.613294, -1.508814], [2.005295, 3.005589, -0.751211], [1.341570, 2.428700, 3.807801], [1.548515, 1.015479, 3.853131], [2.780697, 0.492162, 4.417594], [1.301926, 0.345973, 2.281032], [0.411598, -0.629092, 2.301790], [-0.017797, -1.386722, 0.817181], [-0.268388, -0.846659, 3.561392], [-1.444198, -1.546814, 3.799278], [-2.050060, -1.426663, 5.039739], [-1.519554, -0.562538, 6.030071], [-0.373049, 0.189844, 5.754687], [0.201307, 0.085430, 4.504301], [-1.885265, -2.123696, 2.976054], [-2.965448, -1.990363, 5.254273], [-2.022917, -0.470068, 6.991579], [0.064243, 0.883020, 6.474796]],
  "forces_ev_per_a": [[0.89, -0.96, 0.76], [0.52, -0.33, -0.27], [-0.12, 0.69, -0.67], [-0.29, -0.21, 0.24], [-0.52, 1.37, -0.52], [-0.01, -0.64, -0.90], [0.68, -0.67, -0.56], [-0.03, 0.58, -0.65], [-0.25, -0.25, 0.22], [0.33, -0.62, -0.29], [-0.97, -0.46, 0.11], [-3.01, 0.44, -0.05], [-0.91, 0.86, 0.91], [1.49, 0.10, 1.91], [0.11, -0.52, 0.08], [-0.05, 0.42, -0.14], [0.11, 0.06, 0.20], [0.40, -0.09, -0.15], [-0.38, 0.10, 0.02], [0.21, 0.22, 0.28], [0.03, 0.33, -0.03], [-0.18, 0.00, 0.27], [-0.13, -0.01, -0.13], [-0.18, 0.61, -0.35], [0.26, -0.49, -0.33], [0.38, -0.16, -0.58], [0.09, -0.06, 0.05], [-0.12, -0.06, -0.24], [-0.34, -0.30, 0.03], [-0.21, 0.16, -1.88], [0.50, 0.75, 2.13], [-0.48, -0.51, -0.51], [0.03, 0.59, 0.65], [-0.34, -2.66, -3.19], [-0.20, 0.61, 0.17], [1.16, 1.58, 2.34], [0.46, -0.85, -2.25], [1.69, 0.07, 1.87], [-0.18, 1.08, 0.49], [0.00, -0.46, -0.26], [0.02, 0.32, 0.72], [-0.01, -0.42, -0.49], [-0.22, 0.16, 0.14], [-0.57, -0.72, 0.72], [0.20, 0.23, 0.44], [0.31, 0.29, -0.10], [0.13, -0.04, -0.16], [-0.30, -0.14, -0.05]]
}

# 4
{
  "formula": "C13H31N4O5Zr",
  "method": "the ωB97M-V functional and the def2-TZVPD basis",
  "e_lumo_ha": [-0.594, -0.594],
  "s2": 0.787,
  "e_above_lowest_kcal_mol": 165.9,
  "orbital_gap_ev": [2.0282, 2.0161],
  "energy_ev": -31412.5728,
  "total_charge": 4,
  "multiplicity": 2,
  "species": ["Zr", "C", "O", "H", "H", "H", "C", "O", "N", "C", "C", "H", "H", "H", "H", "H", "H", "H", "C", "O", "N", "C", "C", "H", "H", "H", "H", "H", "H", "H", "C", "O", "N", "C", "C", "H", "H", "H", "H", "H", "H", "H", "C", "O", "N", "C", "C", "H", "H", "H", "H", "H", "H", "H"],
  "positions_angstrom": [[30.721350, 7.124450, 22.535720], [28.056750, 5.411990, 20.794580], [29.228300, 6.035380, 21.329260], [27.867240, 4.415310, 21.193080], [27.135780, 5.964920, 20.979490], [28.075690, 5.106830, 19.748340], [25.440120, 8.395460, 19.149020], [25.273380, 8.389340, 17.914400], [24.632240, 9.094020, 19.912270], [24.558030, 8.740880, 21.344270], [23.593460, 9.943080, 19.522650], [26.107540, 7.779810, 19.771690], [23.918010, 7.894980, 21.595150], [24.069130, 9.569170, 21.857110], [25.576530, 8.479190, 21.631090], [23.487370, 10.106460, 18.450200], [22.618270, 9.536490, 19.790580], [23.749120, 10.838200, 20.124840], [24.099470, 0.113620, 21.128660], [23.163300, 0.121520, 20.328010], [25.203060, 0.961250, 21.143810], [25.972490, 1.004170, 22.449120], [25.125200, 2.150330, 20.301940], [24.233240, -0.612700, 21.945220], [26.083930, 0.029100, 22.923380], [25.548140, 1.538650, 23.299040], [26.962900, 1.432110, 22.294030], [24.382810, 2.821620, 20.733590], [26.138920, 2.548210, 20.255410], [24.775220, 1.946340, 19.290010], [30.933860, 9.316540, 19.668600], [30.971600, 8.513000, 20.638050], [30.050290, 9.228610, 18.628630], [29.721190, 10.390060, 17.909670], [28.966930, 8.190100, 18.431600], [31.500670, 10.258840, 19.613830], [29.011140, 10.165400, 17.113770], [30.614970, 10.742350, 17.394750], [29.332930, 11.235270, 18.477970], [29.231910, 7.170280, 18.710630], [28.125280, 8.510670, 19.045570], [28.535230, 8.185420, 17.430740], [32.896300, 5.813710, 20.115280], [32.099630, 6.101950, 20.985620], [32.627500, 4.844740, 19.220270], [33.545350, 4.576710, 18.160870], [31.478010, 3.975400, 19.195060], [33.836750, 6.334990, 19.878610], [34.468730, 5.155650, 18.143900], [33.165840, 4.664430, 17.142840], [33.809790, 3.523350, 18.068080], [30.777680, 4.179970, 20.004860], [30.915640, 4.158080, 18.279390], [31.549940, 2.888110, 19.221980]],
  "forces_ev_per_a": [[-1.54, -2.63, -9.96], [-0.67, -0.81, 0.27], [2.69, 2.25, 3.26], [0.46, 0.03, 1.00], [0.30, 0.44, 0.07], [0.83, 1.02, -0.46], [-1.20, -0.38, -3.19], [1.64, -0.43, 1.81], [-0.57, -0.98, 3.18], [0.29, 0.32, -0.55], [-1.38, 1.07, -1.01], [0.43, -0.14, -0.56], [-0.17, -0.32, -0.60], [0.72, 0.13, 0.30], [-0.10, 0.37, 0.65], [0.69, 0.21, 0.12], [-0.11, -0.21, 0.40], [-0.41, 0.48, -0.42], [-0.74, -1.74, -0.25], [2.06, 0.72, 1.17], [-0.86, 1.06, 1.17], [0.45, -0.36, -0.50], [0.70, -0.15, -0.06], [-0.73, -0.16, -0.14], [-0.02, -0.48, -0.76], [-0.89, 0.68, -0.57], [-0.15, -0.09, -0.40], [0.20, 0.32, 0.19], [-0.26, 0.34, 0.10], [-0.06, -0.54, 0.08], [-2.86, 0.76, -2.62], [-0.10, -1.55, 2.92], [0.12, -2.45, 2.78], [0.63, 2.36, -2.26], [0.20, 0.05, 1.06], [0.28, -0.49, 0.36], [0.09, -0.01, 0.20], [0.05, 0.28, -0.10], [-0.07, -0.27, 0.39], [0.43, 0.26, 0.08], [0.01, -0.01, 0.26], [0.76, 0.21, -0.17], [1.54, -2.36, -4.59], [-3.46, 1.89, 5.80], [0.79, 0.45, 0.97], [1.63, -0.78, -1.99], [-2.31, 0.21, 0.40], [-0.24, 0.05, 0.56], [-0.15, 0.10, 0.58], [-0.91, 0.80, 0.13], [0.21, -0.21, 0.96], [0.25, 0.43, 0.15], [0.12, 0.22, -0.21], [1.40, 0.06, 0.02]]
}

# 5
{
  "formula": "CH4O4",
  "method": "the ωB97M-V functional and the def2-TZVPD basis",
  "e_lumo_ha": 0.022,
  "e_above_lowest_kcal_mol": 85.4,
  "orbital_gap_ev": 11.0821,
  "smiles": "O=CO.OO",
  "energy_ev": -9288.5854,
  "multiplicity": 1,
  "species": ["O", "C", "O", "H", "H", "O", "O", "H", "H"],
  "positions_angstrom": [[0.290519, 0.570735, 1.177322], [0.810904, 1.215982, 0.302581], [0.559362, 1.277016, -0.976282], [1.622252, 1.980958, 0.387183], [-0.046702, 0.462377, -1.121781], [-1.506909, -1.457517, 0.406626], [-0.572894, -0.992519, -0.545137], [-1.109125, -1.324168, 1.286929], [-0.047407, -1.732864, -0.917441]],
  "forces_ev_per_a": [[0.49, 0.49, -0.17], [1.34, 1.82, 1.16], [-1.84, -2.45, -1.31], [-0.15, -0.44, 1.13], [0.48, 1.51, -0.02], [-0.27, -0.74, -0.28], [0.25, -0.53, -0.76], [0.54, 0.49, -0.52], [-0.83, -0.15, 0.76]]
}